[1]
Below is one molecule with the formula C21H30N4O4S at a distorted geometry, with properties calculated with wB97M-V/def2-TZVPD.

```
! RIJCOSX wB97M-V def2-TZVPD def2/J DEFGRID3
* xyz 0 1
C -2.133 3.179 4.287
H -2.140 4.025 4.970
H -2.328 2.270 4.850
H -2.935 3.309 3.564
C -0.784 3.086 3.570
N -0.723 1.976 2.644
C -0.541 0.682 3.089
C -0.603 -0.418 2.221
C -0.389 -1.706 2.672
C -0.094 -1.957 4.001
C -0.031 -0.884 4.873
C -0.254 0.407 4.435
H -0.202 1.198 5.164
H 0.189 -1.050 5.918
H 0.075 -2.963 4.351
H -0.462 -2.516 1.959
H -0.831 -0.295 1.177
C -1.055 2.307 1.277
H -1.842 3.069 1.273
H -1.431 1.440 0.737
C 0.162 2.860 0.517
N 1.192 1.863 0.356
C 1.596 1.439 -0.857
O 1.256 1.982 -1.890
C 2.654 0.323 -0.824
C 2.960 -0.108 -2.261
C 1.743 -0.802 -2.872
N 1.138 -1.770 -1.969
S -0.450 -1.447 -1.566
O -0.668 -0.123 -1.045
O -0.896 -2.540 -0.750
C -1.215 -1.566 -3.150
C -1.530 -2.736 -3.792
O -2.114 -2.441 -4.956
N -2.195 -1.091 -5.097
C -1.666 -0.544 -4.036
C -1.568 0.921 -3.846
H -2.485 1.402 -4.177
H -1.375 1.145 -2.800
H -0.746 1.319 -4.440
C -1.321 -4.144 -3.399
H -1.247 -4.194 -2.315
H -2.143 -4.759 -3.758
H -0.395 -4.520 -3.833
C 1.956 -2.121 -0.829
C 2.269 -0.898 0.040
H 1.381 -0.680 0.634
H 3.078 -1.152 0.727
H 2.868 -2.595 -1.201
H 1.389 -2.856 -0.256
H 2.026 -1.321 -3.796
H 0.994 -0.046 -3.110
H 3.191 0.772 -2.860
H 3.826 -0.773 -2.271
H 3.551 0.792 -0.403
H 1.443 1.346 1.184
H 0.580 3.721 1.052
H -0.133 3.172 -0.487
H -0.616 4.005 3.004
H 0.025 3.009 4.301
*
```

Molecular weight   434.56 g mol⁻¹
Structure (SMILES)   CCN(CCNC(=O)C1CCN(S(=O)(=O)c2c(C)noc2C)CC1)c1ccccc1
Frontier orbital gap   8.1 eV
LUMO level   0.64 eV
Relative energy (zero: lowest compared OMol25 entry of this formula, charge and spin)   89.4 kcal/mol

For reference, the Mulliken charges in units of e are: number 1, C, carries -1.17; number 2, H, carries 0.41; number 3, H, carries 0.33; number 4, H, carries 0.32; number 5, C, carries -1.05; number 6, N, carries 0.47; number 7, C, carries 0.90; number 8, C, carries 0.10; number 9, C, carries -0.41; number 10, C, carries -0.67; number 11, C, carries -0.81; number 12, C, carries -0.54; number 13, H, carries 0.27; number 14, H, carries 0.38; number 15, H, carries 0.42; number 16, H, carries 0.43; number 17, H, carries -0.07; number 18, C, carries -1.29; number 19, H, carries 0.37; number 20, H, carries 0.57; number 21, C, carries -0.74; number 22, N, carries -0.05; number 23, C, carries 0.17; number 24, O, carries -0.70; number 25, C, carries 0.33; number 26, C, carries -1.50; number 27, C, carries -0.22; number 28, N, carries 0.08; number 29, S, carries 1.91; number 30, O, carries -0.42; number 31, O, carries -0.90; number 32, C, carries 0.83; number 33, C, carries -0.13; number 34, O, carries -0.16; number 35, N, carries -0.76; number 36, C, carries 0.14; number 37, C, carries -1.03; number 38, H, carries 0.51; number 39, H, carries 0.02; number 40, H, carries 0.28; number 41, C, carries -1.24; number 42, H, carries 0.26; number 43, H, carries 0.44; number 44, H, carries 0.27; number 45, C, carries -1.43; number 46, C, carries 0.35; number 47, H, carries -0.65; number 48, H, carries 0.40; number 49, H, carries 0.39; number 50, H, carries 0.61; number 51, H, carries 0.29; number 52, H, carries 0.13; number 53, H, carries 0.50; number 54, H, carries 0.41; number 55, H, carries 0.61; number 56, H, carries 0.32; number 57, H, carries 0.38; number 58, H, carries 0.45; number 59, H, carries 0.35; number 60, H, carries 0.55


[2]
Below is C31H33N9O8SSn as an isolated structure, with properties calculated with wB97M-V/def2-TZVPD.

```
! RIJCOSX wB97M-V def2-TZVPD def2/J DEFGRID3
* xyz -2 1
Sn 0.547 0.763 -1.356
O 2.577 -2.337 0.942
C 1.808 -1.669 0.224
N 1.646 -0.356 0.214
C 2.482 0.397 1.126
C 3.230 1.495 0.414
C 4.374 2.078 0.951
C 5.011 3.077 0.235
C 4.504 3.460 -0.997
C 3.362 2.827 -1.459
N 2.742 1.886 -0.756
C 0.883 -2.420 -0.709
C 0.837 -3.807 -0.683
C -0.095 -4.449 -1.480
C -0.941 -3.694 -2.280
C -0.802 -2.316 -2.260
N 0.087 -1.704 -1.491
H 3.193 -0.269 1.618
H 1.857 0.867 1.894
H 4.755 1.736 1.905
H 5.908 3.542 0.628
H 4.985 4.218 -1.600
H 2.932 3.061 -2.424
H 1.515 -4.332 -0.027
H -0.173 -5.530 -1.470
H -1.705 -4.146 -2.897
H -1.429 -1.677 -2.873
N 4.132 -2.586 -2.113
C 4.672 -1.308 -2.578
C 3.632 -0.224 -2.950
O 4.095 0.836 -3.410
O 2.420 -0.522 -2.758
H 4.013 -2.557 -1.106
H 3.180 -2.631 -2.472
H 5.297 -1.456 -3.464
H 5.326 -0.876 -1.816
O -3.086 1.006 1.106
C -1.968 1.069 0.591
O -1.491 0.217 -0.236
C -1.000 2.249 0.954
O -1.407 3.185 1.638
O 0.188 2.124 0.491
C -4.034 -0.504 -2.150
C -4.256 -1.954 -1.903
N -4.363 -2.889 -2.823
C -4.581 -4.059 -2.136
C -4.619 -3.829 -0.796
N -4.393 -2.478 -0.652
C -4.473 -1.718 0.590
N -4.037 -2.515 1.705
N -4.935 -3.247 2.396
N -4.328 -3.956 3.275
C -2.978 -3.694 3.181
C -1.895 -4.197 3.912
C -0.649 -3.729 3.574
C -0.461 -2.781 2.541
C -1.513 -2.276 1.813
C -2.778 -2.763 2.164
H -3.919 -0.353 -3.222
H -3.144 -0.144 -1.628
H -4.882 0.091 -1.801
H -4.691 -5.002 -2.648
H -4.766 -4.475 0.052
H -5.509 -1.447 0.796
H -3.868 -0.807 0.532
H -2.046 -4.920 4.703
H 0.224 -4.090 4.105
H 0.548 -2.458 2.316
H -1.375 -1.541 1.027
O 0.849 6.562 -1.399
S 0.366 5.364 -0.630
C 1.516 5.102 0.740
C 1.217 6.203 1.746
C -0.303 6.169 1.910
C -0.910 6.019 0.512
H 2.517 5.119 0.310
H 1.287 4.103 1.119
H 1.548 7.165 1.347
H 1.731 6.030 2.694
H -0.685 7.060 2.414
H -0.582 5.288 2.487
H -1.158 6.972 0.042
H -1.767 5.350 0.513
*
```

Molecular weight   810.44 g mol⁻¹
Frontier orbital gap   7.0 eV
LUMO level   4.39 eV
Relative energy (zero: lowest compared OMol25 entry of this formula, charge and spin)   0.0 kcal/mol

For reference, the Mulliken charges in units of e are: number 1, Sn, carries 0.62; number 2, O, carries -0.86; number 3, C, carries -0.82; number 4, N, carries 0.91; number 5, C, carries -2.03; number 6, C, carries 0.89; number 7, C, carries -0.78; number 8, C, carries -0.36; number 9, C, carries -0.90; number 10, C, carries -0.48; number 11, N, carries 0.48; number 12, C, carries 1.24; number 13, C, carries -0.49; number 14, C, carries -0.72; number 15, C, carries -0.67; number 16, C, carries -0.97; number 17, N, carries 0.63; number 18, H, carries 0.65; number 19, H, carries 0.31; number 20, H, carries 0.49; number 21, H, carries 0.39; number 22, H, carries 0.42; number 23, H, carries 0.43; number 24, H, carries 0.51; number 25, H, carries 0.40; number 26, H, carries 0.45; number 27, H, carries 0.61; number 28, N, carries -0.79; number 29, C, carries -0.62; number 30, C, carries 0.69; number 31, O, carries -0.80; number 32, O, carries -0.48; number 33, H, carries 0.44; number 34, H, carries 0.31; number 35, H, carries 0.26; number 36, H, carries 0.31; number 37, O, carries -0.82; number 38, C, carries 0.11; number 39, O, carries -0.22; number 40, C, carries 0.15; number 41, O, carries -0.71; number 42, O, carries -0.06; number 43, C, carries -1.22; number 44, C, carries 0.87; number 45, N, carries -0.73; number 46, C, carries -0.83; number 47, C, carries -0.18; number 48, N, carries 0.56; number 49, C, carries -0.27; number 50, N, carries 0.90; number 51, N, carries -0.74; number 52, N, carries -0.67; number 53, C, carries 0.41; number 54, C, carries -0.77; number 55, C, carries -0.84; number 56, C, carries -0.80; number 57, C, carries 1.01; number 58, C, carries 0.32; number 59, H, carries 0.41; number 60, H, carries -0.05; number 61, H, carries 0.42; number 62, H, carries 0.44; number 63, H, carries 0.40; number 64, H, carries -0.03; number 65, H, carries 0.04; number 66, H, carries 0.39; number 67, H, carries 0.42; number 68, H, carries 0.41; number 69, H, carries 0.09; number 70, O, carries -0.79; number 71, S, carries 0.55; number 72, C, carries -0.10; number 73, C, carries -0.86; number 74, C, carries -0.47; number 75, C, carries -0.80; number 76, H, carries 0.31; number 77, H, carries 0.03; number 78, H, carries 0.33; number 79, H, carries 0.36; number 80, H, carries 0.42; number 81, H, carries 0.14; number 82, H, carries 0.52; number 83, H, carries 0.29


Number 1: HOMO energy -7.48 eV. Number 2: HOMO energy -2.63 eV.